# 1
This record from the Open Molecules 2025 dataset describes a structure of composition C32H28AsBCl2F11N2O4S3SbTa at a distorted geometry. The level of theory is the ωB97M-V functional and the def2-TZVPD basis.

Summary:
HOMO-LUMO gap (alpha / beta)   0.13673 / 0.13703 hartree
Lowest unoccupied orbital energy (alpha / beta)   -8.457 / -8.450 eV
2S+1   2
Charge   +2

Structure (XYZ):
```
86
Properties=species:S:1:pos:R:3:forces:R:3
H 14.857 17.393 11.913 -0.089 0.280 -0.216
C 13.481 10.998 11.221 0.080 -1.019 1.549
H 5.047 9.788 16.178 -0.392 -0.453 -0.527
C 14.552 10.077 11.466 -1.433 0.015 2.082
C 5.454 10.358 16.976 0.770 -0.527 -0.233
C 3.645 10.656 10.368 0.511 0.955 0.069
C 6.730 10.888 16.841 0.975 2.157 1.551
H 3.826 10.171 18.434 -1.106 -0.769 -0.483
H 7.813 7.769 10.446 0.243 -0.197 0.435
O 9.851 13.208 10.375 0.716 -1.089 0.505
C 14.566 9.340 12.690 -0.477 1.461 -1.705
H 12.461 8.489 16.667 -0.420 -0.235 -0.929
C 14.689 17.029 12.916 -0.243 -0.485 0.413
C 7.296 11.741 17.845 -0.973 -2.278 -0.515
C 15.061 13.980 13.425 0.581 0.670 -0.921
N 11.093 9.922 13.911 -0.071 -0.233 2.452
Sb 14.560 12.191 17.574 -0.347 -0.225 1.894
H 3.454 11.707 10.672 0.059 -0.907 -0.052
O 8.547 12.179 17.505 -0.527 1.044 -3.232
C 7.184 19.046 16.283 1.826 -0.110 1.718
C 12.391 10.968 12.098 0.354 0.140 -1.337
S 9.290 13.491 14.987 -2.168 -1.013 1.589
Cl 3.028 9.512 11.530 -0.252 -0.024 0.159
F 11.892 12.494 14.812 0.157 -0.658 -0.817
C 12.266 9.987 13.133 -0.154 1.159 0.519
B 8.514 12.055 16.021 -1.194 -0.856 3.431
H 14.088 7.782 14.874 0.589 -0.153 0.645
C 5.827 17.132 15.659 -0.343 -1.405 0.051
C 8.182 18.146 16.666 2.696 -0.393 -0.344
Ta 10.358 11.853 13.913 2.074 1.439 -2.005
C 8.462 8.678 8.688 -0.368 0.235 -1.347
H 13.122 15.940 10.362 0.111 -0.436 0.365
F 14.774 11.816 15.702 -0.464 0.512 1.536
H 7.078 7.110 8.482 -0.288 -0.712 0.282
H 15.360 10.073 10.775 0.721 -0.128 -0.136
H 6.958 12.537 19.837 -0.060 -0.276 -0.786
H 15.942 13.957 12.750 -0.481 -0.216 0.369
As 13.721 15.308 12.819 -0.848 0.145 0.369
H 8.528 6.952 7.411 -0.435 0.156 0.315
C 9.676 10.568 10.263 0.960 0.742 -1.944
H 14.654 15.008 10.476 -0.150 0.294 -0.098
H 15.501 8.932 13.025 0.110 -0.591 -0.023
C 9.781 10.683 8.849 0.799 0.042 -0.042
C 4.773 10.544 18.174 1.254 1.337 0.190
C 5.318 11.387 19.139 -0.688 -0.428 0.988
H 9.098 9.387 11.951 -0.555 0.194 -0.213
O 9.106 11.839 12.338 0.781 0.737 0.030
H 10.279 9.365 15.898 0.637 0.828 -0.814
H 15.668 16.897 13.387 -0.267 0.120 0.124
C 13.626 15.091 10.852 1.317 0.216 0.163
H 10.535 11.410 8.452 -1.394 -0.384 0.065
C 13.426 9.317 13.546 0.490 -1.136 -0.768
C 11.182 9.511 15.252 0.820 -2.054 -2.200
C 12.342 8.788 15.606 -0.895 0.390 2.637
F 13.636 10.465 17.718 0.820 1.655 -0.564
S 9.246 15.666 17.282 0.105 0.173 -0.052
H 14.025 17.694 13.498 0.661 -0.142 -0.370
C 8.131 16.702 16.575 -2.339 1.081 -0.359
C 6.569 11.941 18.990 1.056 1.331 1.707
H 3.221 10.468 9.392 0.005 -0.128 -0.060
C 8.424 8.560 10.046 0.426 1.075 1.572
H 14.572 13.017 13.505 0.034 -0.254 -0.126
F 7.322 20.338 16.612 -0.302 -0.803 -0.704
C 13.349 8.540 14.740 0.292 0.984 -1.698
H 15.409 14.265 14.418 -0.104 0.099 -0.007
N 11.445 12.039 12.046 -1.153 -0.532 0.959
C 6.016 18.484 15.851 -3.147 1.747 -0.080
H 4.755 11.569 20.095 0.689 -0.191 -1.188
H 7.216 8.071 7.066 -0.171 0.280 -0.506
H 13.172 14.152 10.601 -0.672 -0.357 -0.101
Cl 5.439 10.486 10.234 -0.254 0.092 -0.115
O 7.602 10.986 15.745 0.595 1.743 -1.465
F 13.391 12.630 19.106 1.515 -0.286 -2.356
C 6.870 16.269 16.034 -1.261 -1.222 -0.802
F 4.895 19.268 15.757 1.768 -0.883 -0.194
H 9.039 9.869 6.960 0.364 -0.126 0.968
C 9.026 9.537 10.876 -0.421 -1.952 0.020
H 13.562 11.806 10.488 -0.074 -0.461 0.137
F 4.574 16.717 15.250 2.310 0.320 0.662
S 10.093 12.006 11.109 -1.532 0.447 0.798
F 6.588 14.927 15.850 0.696 1.526 0.457
C 9.101 9.766 8.066 0.446 0.277 -0.337
F 15.109 14.028 17.460 -0.871 -1.794 -0.299
F 16.191 11.619 18.252 -0.717 0.089 -0.271
F 9.429 18.590 17.025 -2.021 0.118 -0.151
C 7.780 7.628 7.866 0.708 0.218 -0.282
```
Positions in Å, forces in eV/Å.

=====

# 2
This record from the Open Molecules 2025 dataset describes a structure of composition C55H49N5OP4Ti. The level of theory is the ωB97M-V functional and the def2-TZVPD basis.

Summary:
HOMO-LUMO gap (alpha / beta)   0.25931 / 0.25946 hartree
Lowest unoccupied orbital energy (alpha / beta)   -0.812 / -0.808 eV
Charge   0

Structure (XYZ):
```
115
Properties=species:S:1:pos:R:3:forces:R:3
C 1.048 -2.353 3.439 0.028 -0.010 0.023
H 2.070 -0.154 4.118 0.001 -0.017 0.012
N 1.150 -0.807 -3.437 0.014 0.107 0.042
P 2.191 -0.980 1.212 0.104 -0.006 -0.066
O 2.948 -1.319 -4.903 0.085 -0.053 0.028
H -2.211 -1.232 -3.502 0.048 -0.043 -0.021
C -1.871 0.187 4.306 -0.018 0.116 0.145
C 0.877 6.070 -0.253 -0.006 -0.026 -0.019
H -2.748 -2.367 1.477 -0.029 -0.002 -0.042
H 5.828 1.581 -4.130 0.004 -0.001 0.003
C -1.316 2.561 1.806 0.007 -0.025 0.144
C 2.049 -1.083 -4.169 -0.075 0.105 -0.125
C -3.510 1.336 -0.300 -0.052 -0.078 -0.036
H -1.384 2.334 -2.459 -0.007 -0.078 0.026
H -2.125 -0.313 -2.035 0.009 0.051 -0.018
C 0.160 4.318 2.566 -0.067 -0.042 0.029
C 3.887 2.492 -4.075 0.009 0.001 0.023
C -0.870 -3.836 -0.497 0.000 0.016 0.001
H 2.871 3.395 -0.767 0.009 0.005 -0.007
C -0.345 5.493 -0.563 0.007 0.024 -0.014
C -2.866 -2.724 -1.184 0.017 -0.016 0.048
H -3.397 -1.906 -1.654 0.001 -0.014 -0.040
H -1.194 -2.999 2.034 0.000 0.007 0.006
H -0.161 2.533 -3.669 0.000 0.007 0.000
H 3.619 -3.426 1.521 0.005 0.003 0.004
C -0.442 -4.965 -4.675 0.034 -0.016 -0.020
H 0.216 -3.904 -0.466 -0.001 -0.009 -0.002
C 1.958 3.970 -0.697 -0.009 0.011 0.005
C 0.197 -3.192 -3.179 0.038 -0.067 0.048
H 0.362 -1.520 3.530 -0.035 0.005 -0.009
H 4.105 3.191 -4.871 -0.007 0.005 -0.001
C 0.739 3.382 -1.036 -0.018 0.001 0.034
C -1.616 -4.849 0.086 0.039 0.036 -0.024
C 2.702 0.498 2.164 -0.074 0.006 0.051
H -0.768 6.208 2.997 0.008 0.008 0.001
C -2.386 3.446 1.885 -0.052 0.027 0.064
H -6.757 0.445 -0.626 -0.003 -0.001 -0.001
C 2.638 2.501 -3.472 -0.010 0.018 0.007
N -1.172 -1.000 1.383 -0.012 0.011 -0.262
C 0.834 -5.503 -4.593 -0.059 0.004 0.004
N -2.045 -2.441 6.279 0.032 -0.046 0.029
H -2.746 1.921 -0.798 0.011 0.007 0.002
H -1.193 -5.440 -5.292 -0.004 -0.002 -0.001
H 3.479 1.446 0.398 0.003 -0.012 0.030
H 0.809 2.342 2.080 -0.021 0.009 -0.002
C 4.567 0.691 -2.641 -0.010 0.008 0.035
H -1.255 6.076 -0.504 -0.001 0.001 0.012
C 3.314 0.693 -2.047 0.013 -0.005 0.007
C 2.517 0.644 3.541 0.004 0.008 -0.033
C -0.041 3.015 2.141 -0.018 0.054 -0.075
C 3.478 2.853 3.472 -0.002 -0.013 0.004
H -3.592 -5.611 0.448 -0.005 -0.001 0.002
C -0.764 -3.822 -3.958 0.003 0.031 0.035
P 0.712 1.636 -1.624 -0.039 -0.228 -0.066
H -1.775 -3.433 -3.998 -0.011 -0.009 0.002
H 2.790 -5.298 -3.733 0.005 0.001 0.001
C -1.533 -0.612 -2.909 -0.032 0.079 -0.097
H -6.251 -0.661 1.527 -0.002 0.000 -0.005
H 1.158 4.647 2.826 0.006 0.014 0.002
H 2.748 1.904 5.253 -0.008 -0.003 0.004
Ti 0.083 -0.526 0.102 -0.038 0.048 0.054
H 1.902 3.229 -3.792 0.001 0.001 0.002
C 2.008 -2.335 2.425 -0.084 0.035 0.007
C 3.297 1.547 1.461 0.012 0.028 -0.051
H -1.392 3.740 -1.129 0.003 0.008 -0.026
C -3.205 0.685 0.894 -0.037 0.002 -0.011
H 3.778 3.760 3.980 -0.004 0.002 0.006
C -2.187 4.755 2.311 -0.002 -0.013 -0.032
C 4.856 1.591 -3.655 -0.022 0.007 -0.026
C -4.206 -0.024 1.551 0.010 0.021 -0.027
H 3.083 -0.044 -1.287 0.015 0.025 -0.024
C -0.565 1.811 -2.956 -0.044 -0.016 -0.016
C -1.469 -2.764 -1.169 -0.077 -0.147 -0.200
H -1.116 -5.668 0.587 0.005 -0.002 0.000
P -1.493 0.711 1.498 0.291 0.077 -0.270
H 0.931 7.112 0.036 -0.005 0.005 0.006
H 0.206 -3.412 5.099 -0.015 -0.003 0.007
C -5.481 -0.107 1.006 0.008 0.004 0.006
C -5.765 0.516 -0.200 -0.008 0.003 -0.001
H -2.071 0.985 -4.188 0.022 0.026 -0.022
C -0.919 5.190 2.660 0.038 -0.036 -0.001
H -4.998 1.748 -1.785 -0.007 0.000 0.000
C 1.792 -4.887 -3.800 0.003 0.033 0.016
H -3.391 3.117 1.649 0.021 0.014 0.014
N -1.468 0.563 3.268 0.003 0.007 0.079
H 2.239 -3.228 -2.515 0.004 -0.014 0.014
H -4.000 -0.514 2.494 -0.004 -0.004 0.012
H -4.704 -3.696 -0.661 0.001 0.001 0.001
C -3.622 -3.743 -0.613 0.011 0.007 0.048
C 2.340 1.598 -2.455 0.044 0.020 0.012
P -0.221 -1.695 -2.209 -0.183 0.117 0.483
C -2.135 -1.362 5.880 -0.088 0.166 0.004
C 1.479 -3.728 -3.105 -0.008 -0.075 0.004
C 2.902 1.809 4.186 0.014 -0.015 0.002
H -2.099 -1.890 3.052 0.008 -0.016 -0.030
H 3.464 -5.332 3.079 0.000 -0.002 0.001
C 1.831 -4.494 4.191 -0.020 0.001 0.000
C -1.833 -2.120 2.016 0.119 -0.027 0.099
C -1.149 0.618 -3.725 0.016 0.004 0.041
H 1.761 -5.331 4.873 0.001 -0.002 0.003
H 1.082 -6.400 -5.145 -0.002 -0.002 -0.003
H 5.310 -0.028 -2.321 0.002 -0.003 -0.003
C 0.959 -3.420 4.321 0.015 0.044 -0.025
C 2.785 -4.496 3.184 0.007 0.001 -0.007
C -3.002 -4.815 0.012 -0.025 0.012 -0.009
H 2.985 5.732 -0.051 0.007 -0.001 -0.005
N -2.271 -0.096 5.466 0.087 -0.222 -0.103
H 4.131 3.518 1.540 0.010 -0.002 0.001
H -3.031 5.431 2.376 0.002 0.003 0.010
H -0.482 0.333 -4.534 0.013 -0.016 0.038
C -0.415 4.160 -0.935 0.018 -0.007 0.044
C 3.676 2.716 2.107 -0.029 -0.028 -0.002
C -4.778 1.245 -0.851 0.048 0.007 0.007
C 2.873 -3.423 2.307 -0.017 -0.023 -0.030
C 2.026 5.298 -0.303 -0.002 -0.016 -0.025
```
Positions in Å, forces in eV/Å.

=====

# 3
This record from the Open Molecules 2025 dataset describes a cluster of 3 separate species, C21H42N2O8P2 in total at a distorted geometry. The level of theory is the ωB97M-V functional and the def2-TZVPD basis.

Summary:
HOMO-LUMO gap (alpha / beta)   0.33744 / 0.33874 hartree
Lowest unoccupied orbital energy (alpha / beta)   0.574 / 0.125 eV
2S+1   3
Charge   0

Structure (XYZ):
```
75
Properties=species:S:1:pos:R:3:forces:R:3
H 0.916 -1.254 4.944 -0.078 -0.050 -0.132
H -2.623 -0.899 -0.212 -0.009 0.001 -0.034
H -0.959 -2.507 -1.820 0.041 0.045 0.026
H 2.457 1.108 -1.569 -0.029 0.068 -0.049
O 2.330 5.202 -4.005 1.030 0.049 0.354
H 1.341 2.630 -7.035 -0.127 -0.288 0.636
H 0.295 -4.376 3.300 -0.039 0.009 0.002
H 0.295 6.375 -5.164 -0.183 0.481 -0.024
H 0.235 -1.634 -0.279 -0.014 0.062 0.037
H -0.500 -4.028 6.695 0.043 0.020 -0.017
H -3.849 -1.620 2.845 0.034 -0.020 -0.014
C -0.928 -1.917 -2.740 -0.027 0.061 0.032
P 1.382 4.632 -4.951 -0.804 -0.154 1.136
C 5.554 3.677 -5.754 -0.398 -0.038 -0.806
O 0.720 5.803 -5.812 -0.358 -0.828 -0.507
H 0.898 -2.272 6.361 -0.006 -0.167 -0.074
H -2.422 0.780 0.272 -0.068 0.069 -0.148
C -3.425 -2.092 5.476 0.101 -0.217 0.212
H -0.159 -0.020 6.686 0.012 -0.021 0.024
C -3.330 -0.838 3.401 0.260 0.045 -0.525
O -0.980 -1.937 2.834 -0.197 -0.381 -0.791
C -2.596 1.487 -2.038 0.279 0.443 -0.407
C -2.442 -1.436 4.487 -1.668 -0.108 0.868
N -1.500 -2.438 3.901 1.372 1.743 -0.108
C 4.017 2.519 -4.537 -0.981 0.163 2.274
H 0.417 2.970 -4.069 -0.370 -0.340 0.690
C 2.184 0.329 -2.279 -0.086 0.355 -0.302
H 1.205 -2.140 -2.959 0.115 0.093 0.114
C -1.629 0.349 -1.726 -1.272 -0.252 1.499
O -0.086 1.580 -2.843 0.108 0.511 0.343
O 3.136 2.138 -5.527 0.240 0.195 -0.231
H -1.244 -1.330 7.082 -0.045 -0.013 -0.041
C -0.717 -0.851 6.252 -0.001 -0.071 -0.037
H -3.919 -2.954 5.024 0.030 -0.014 -0.023
H -3.611 1.170 -1.797 0.043 -0.136 0.104
O 0.156 3.891 -4.215 0.518 0.426 -1.222
H -2.028 -4.057 5.828 0.032 0.127 0.031
C -1.700 -0.316 5.214 0.532 0.058 0.121
H -2.769 -0.230 2.694 0.073 -0.113 -0.021
H 2.186 0.759 -3.274 -0.070 0.086 0.021
H -4.082 -0.193 3.854 0.013 -0.050 0.153
C -1.963 -0.796 -2.692 0.451 -0.322 -0.458
C -1.948 -0.044 -0.261 0.301 -0.107 0.316
H 6.160 5.227 -4.461 -0.803 0.015 0.759
H 5.500 5.702 -6.098 0.733 0.196 -0.627
H -4.199 -1.379 5.757 0.021 0.098 -0.125
H -2.369 2.374 -1.445 0.038 -0.007 0.009
O 3.608 2.645 -3.417 0.776 -0.221 -1.057
H 0.504 -0.901 -3.977 -0.008 0.132 0.047
O 5.319 2.642 -4.854 0.518 -0.400 -0.157
H -0.733 -5.055 5.285 0.119 0.041 -0.061
H -1.155 0.299 4.491 0.003 -0.106 -0.099
C 0.836 -0.284 -1.933 1.179 -1.009 1.342
H -2.062 -0.389 -3.704 0.087 0.126 0.037
C 5.737 4.925 -5.399 0.438 0.400 0.438
H -1.073 -0.285 0.334 -0.007 -0.115 -0.084
H -2.584 1.769 -3.090 0.098 0.030 0.014
C -0.950 -4.072 5.702 -0.372 -0.038 0.087
H -1.178 -2.606 -3.550 -0.027 -0.007 0.018
C -0.406 -2.947 4.781 0.170 -1.545 1.126
H 5.575 3.408 -6.796 -0.725 -0.345 -0.258
H -2.941 -1.209 -2.438 -0.040 0.148 0.123
N -0.206 0.784 -1.833 -0.281 -0.436 -2.387
H 2.966 -0.430 -2.257 -0.133 -0.158 0.100
H 1.244 -0.271 0.213 -0.023 0.025 -0.005
C 1.060 -0.993 -0.582 -0.327 -0.069 0.184
H 1.933 -1.642 -0.648 0.071 0.083 -0.143
H -2.422 0.345 5.697 -0.141 -0.072 -0.079
P 2.395 3.339 -6.415 0.622 0.997 -1.378
H 1.394 -4.110 4.656 -0.100 -0.007 0.137
C 0.700 -3.620 3.973 0.042 0.248 -0.600
H 1.273 -2.909 3.380 -0.090 0.023 -0.047
C 0.464 -1.338 -2.974 -0.528 -0.049 -0.292
C 0.255 -1.829 5.599 -0.130 0.640 -0.007
H -2.961 -2.410 6.407 0.022 -0.035 -0.038
```
Positions in Å, forces in eV/Å.

=====

# 4
This record from the Open Molecules 2025 dataset describes a cluster of 2 separate species, C3H3IN2O in total at a distorted geometry. The level of theory is the ωB97M-V functional and the def2-TZVPD basis.

Summary:
HOMO-LUMO gap (alpha / beta)   0.27149 / 0.25171 hartree
Lowest unoccupied orbital energy (alpha / beta)   -0.865 / -1.394 eV
Charge   0

Structure (XYZ):
```
10
Properties=species:S:1:pos:R:3:forces:R:3
I 3.581 1.593 0.246 0.986 0.908 0.095
H -1.461 1.045 -0.807 -1.048 -0.019 0.665
N 0.844 -1.981 -0.305 -0.873 -2.592 -1.061
O 2.358 -0.908 -0.420 1.014 1.588 0.437
C 2.134 0.140 0.078 -0.933 -0.846 -0.300
C -0.815 -0.463 0.328 -0.675 1.785 2.122
H -2.850 0.000 -0.039 1.964 1.247 0.236
N -0.068 -1.253 -0.125 1.194 -1.535 -0.106
C -1.813 0.544 0.138 -1.648 -0.534 -2.661
H -1.910 1.284 0.908 0.020 -0.001 0.573
```
Positions in Å, forces in eV/Å.

=====

- charge of number 1 (C32H28AsBCl2F11N2O4S3SbTa)?
  +2

=====

- Number 2 is which compound?
  C55H49N5OP4Ti

=====

- charge of number 4 (C3H3IN2O)?
  0